Record 1
15
Properties=species:S:1:pos:R:3:forces:R:3:nbo_charge:R:1 method="wB97M-V/def2-TZVPD" smiles="C[C@@H](O)C1=NOCS1" de_lowest_ev=3.1938 molar_mass_g_mol=133.17 e_tot_ev=-20679.5426
S 1.631174 -0.549130 0.906912 -0.8 -0.9 -0.7 0.220
O 1.251149 1.965370 0.697135 0.8 -0.7 0.0 -0.367
O -1.399835 0.275030 -1.714479 -0.2 -0.8 0.2 -0.696
N 0.274071 1.374360 -0.118771 0.1 1.2 0.3 -0.158
C 2.384968 1.039785 0.785941 0.4 1.4 0.6 -0.260
C -1.735212 -1.279376 0.170571 -0.8 0.1 0.6 -0.631
C -0.763031 -0.629418 -0.821165 -0.4 -1.1 -0.4 0.044
C 0.292236 0.120042 -0.104191 1.5 -0.5 0.8 0.072
H -0.353578 -1.498109 -1.399861 0.0 1.1 0.1 0.201
H -2.292665 -0.513224 0.740259 0.5 -0.2 0.0 0.215
H -2.505505 -1.799589 -0.381209 -0.1 -0.2 -0.4 0.226
H -1.318843 -2.044344 0.863421 0.2 0.8 -0.4 0.220
H 2.970462 1.182216 1.750682 -0.8 0.3 -1.3 0.230
H 3.023021 1.229331 -0.116485 -0.4 -0.5 0.7 0.197
H -1.458413 1.127058 -1.258761 0.1 0.0 -0.1 0.487

=====

Record 2
30
Properties=species:S:1:pos:R:3:forces:R:3:lowdin_spin:R:1 method="wB97M-V/def2-TZVPD" multiplicity=5 charge=+2 de_lowest_ev=2.6066 molar_mass_g_mol=314.22 e_tot_ev=-54222.4120
Cr -0.080511 -0.168771 -1.019636 -0.9 -0.1 -1.2 2.366
O 0.062458 2.680336 -2.070807 -0.4 -2.8 0.5 0.093
O -3.140707 -0.363390 -0.452738 3.3 0.5 -0.6 0.055
O -0.072722 0.857732 1.782895 0.0 -0.3 -2.5 0.007
O 2.662999 -2.635304 3.988196 0.5 -0.4 0.3 0.661
O 2.966162 -0.543473 -0.874124 -3.4 0.5 -0.7 0.034
N 0.202877 -1.987866 0.429768 1.4 -1.0 3.7 0.105
N 1.546260 -4.653442 4.422430 1.0 2.7 -0.8 0.189
C -0.013190 0.030416 -3.389417 -0.2 0.0 0.0 0.008
C -0.928988 -3.999027 1.153185 -0.3 0.4 -0.2 0.012
C -2.006926 -0.300427 -0.683918 -4.4 -1.0 0.4 0.053
C 1.021092 -2.107247 1.532927 0.0 -0.9 1.2 0.009
C -0.056305 0.580632 0.661090 0.3 1.3 4.4 -0.008
C -0.078589 -4.159886 2.222044 -0.1 -0.4 -0.1 0.012
C -0.011325 -1.278615 -3.067758 0.0 -0.7 0.7 0.085
C -0.800104 -2.859222 0.367098 0.1 -0.6 0.6 0.015
C -0.048952 1.568328 -1.801905 0.4 6.2 -0.2 0.079
C 0.875899 -3.202324 2.481506 1.0 1.4 -1.2 0.069
C 1.817294 -3.449250 3.683547 -2.4 -1.1 -0.9 0.066
C 1.824964 -0.414956 -1.035598 5.3 -0.9 1.0 0.041
H 0.923953 -1.816313 -2.898277 -0.3 0.0 -0.6 0.008
H -1.602073 -2.565281 -0.269474 -0.3 -0.4 -0.9 0.006
H 0.915667 0.591141 -3.492546 -0.1 -0.3 -0.7 0.005
H -0.938235 0.604809 -3.471798 0.1 -0.5 -0.9 0.006
H 2.046932 -4.658113 5.290081 0.9 -0.3 0.7 0.002
H 0.574967 -4.643986 4.676138 -0.9 -0.4 -0.1 0.004
H 1.782686 -1.343941 1.864244 -0.8 -0.6 -1.3 0.001
H -0.161953 -5.014667 2.854524 -0.2 -0.6 0.1 0.002
H -0.935831 -1.825197 -2.864600 0.2 0.1 -0.6 0.012
H -1.733199 -4.693695 0.943525 0.1 0.0 0.1 0.001

=====

Record 3
14
Properties=species:S:1:pos:R:3:forces:R:3:nbo_charge:R:1 method="wB97M-V/def2-TZVPD" de_lowest_ev=4.6234 molar_mass_g_mol=161.53 e_tot_ev=-30610.7959
Cl 0.148813 1.633445 -1.277930 -0.4 -0.4 0.0 0.049
P 2.993812 0.454263 -1.297866 0.2 0.1 0.0 0.404
O -1.952398 -2.260417 0.067613 1.0 0.5 0.3 -0.616
N -2.485094 -0.434833 -0.956227 0.8 5.3 -2.8 -0.793
C 0.327126 0.516504 0.032204 -0.8 0.0 2.7 -0.054
C -1.641526 -1.093494 -0.203221 -0.3 -2.3 2.0 0.612
C 1.423232 0.748316 1.006806 2.7 0.5 -3.7 -0.209
C 2.678250 0.776964 0.414906 -2.2 -0.5 0.6 -0.624
C -0.504882 -0.425632 0.496738 0.6 -1.6 -0.6 -0.288
H 3.556757 0.754153 0.997586 0.9 0.3 1.0 0.232
H 1.171726 0.781010 2.033262 0.1 0.0 0.9 0.230
H -2.289494 0.461018 -1.513136 -0.1 -1.9 1.7 0.400
H -3.319277 -0.861124 -1.190127 -1.6 -1.3 -0.5 0.403
H -0.107040 -1.050172 1.389388 -1.0 1.2 -1.6 0.255

=====

Record 4
64
Properties=species:S:1:pos:R:3:forces:R:3:nbo_charge:R:1 method="wB97M-V/def2-TZVPD" smiles="CCCCCC[C@@H]1NC(=O)C[C@H]1COC.C1CCOC1.C1CCOC1" molar_mass_g_mol=357.53 e_tot_ev=-31050.6676
O 1.937554 0.102789 -2.680862 0.0 -0.2 0.6 -0.551
O -3.669438 0.431730 1.628297 -0.1 0.0 -0.1 -0.549
O -3.794821 1.556436 -3.738959 0.0 0.0 0.0 -0.543
O -0.572349 -1.839698 1.418103 0.5 0.3 1.3 -0.552
N 2.403610 0.867825 -0.502864 0.3 -0.9 -0.2 -0.668
C 1.747422 0.691848 0.812496 -0.7 -0.5 0.5 -0.032
C 0.561963 -0.643045 -0.707610 -0.1 0.1 -0.6 -0.519
C 5.888690 -2.507879 1.036549 0.0 1.0 -0.7 -0.607
C 4.408306 0.898837 2.408437 -0.7 -0.3 0.7 -0.419
C -5.188372 0.986376 -0.095918 0.1 0.1 -0.4 -0.436
C 2.011992 1.793389 1.880452 0.6 -0.1 -0.4 -0.424
C -2.441716 1.975756 -3.538015 -0.1 0.2 0.0 -0.066
C -5.358970 -0.483698 0.243282 -0.2 -0.1 0.1 -0.430
C -1.561715 0.945509 -4.219365 0.1 -0.2 0.1 -0.431
C 0.263191 0.274475 0.528028 1.3 -0.9 -0.2 -0.231
C 1.672222 0.122026 -1.509737 -1.2 0.1 1.3 0.706
C 2.990818 1.257120 2.976089 -0.3 1.0 -0.1 -0.389
C 4.673338 -0.633345 2.243771 0.8 0.4 -0.1 -0.407
C -0.249897 -0.504986 1.818878 -0.5 1.2 -1.8 -0.069
C -0.173955 -2.822779 2.365858 0.4 -1.0 -0.2 -0.251
C 5.536126 -0.981238 0.999618 -0.5 -1.0 0.1 -0.387
C -3.830753 0.513062 -4.714511 -0.1 -0.2 0.2 -0.066
C -4.464214 1.514110 1.126368 0.0 0.0 0.3 -0.065
C -4.062114 -0.782072 0.973749 0.2 -0.1 0.0 -0.068
C -2.457940 0.481155 -5.360486 0.1 0.1 -0.2 -0.430
H -4.633626 0.707558 -5.427504 0.0 0.1 0.1 0.183
H -5.170033 1.811865 1.909537 0.0 0.1 0.0 0.163
H 6.439910 -0.347913 0.940825 -0.4 -0.3 0.2 0.205
H -5.509832 -1.123054 -0.626315 0.0 0.0 0.0 0.219
H 0.425952 -3.589570 1.824692 -0.3 0.4 0.3 0.178
H 5.137917 1.275054 3.152600 -0.2 -0.1 -0.6 0.214
H 4.551457 1.461595 1.466586 0.1 -0.4 0.3 0.207
H 4.946488 -3.073215 0.916585 0.5 0.1 0.3 0.202
H -2.323496 2.966371 -3.989892 0.1 0.0 0.0 0.166
H -4.552623 1.090807 -0.979959 -0.1 0.0 0.0 0.216
H 6.517838 -2.734886 0.152654 -0.2 -0.1 0.6 0.211
H 2.169668 -0.244649 1.243239 -0.2 0.4 -0.1 0.163
H 4.983782 -0.831412 0.045980 0.2 0.2 0.5 0.181
H -6.212252 -0.614661 0.914886 0.0 0.0 0.0 0.199
H 2.523914 2.650129 1.396336 -0.4 -0.4 0.1 0.222
H -1.152897 0.020270 2.186243 0.4 -0.4 0.1 0.207
H -3.818005 2.364559 0.901092 0.0 0.0 0.1 0.181
H 1.075206 2.197376 2.312682 0.4 -0.4 -0.1 0.214
H -0.604842 1.352432 -4.543892 0.0 0.0 0.0 0.229
H -0.302302 -1.006713 -1.290546 0.4 0.6 0.1 0.237
H -2.239683 2.056762 -2.467632 -0.1 0.0 0.0 0.179
H -4.044882 -0.429804 -4.198167 0.0 0.0 -0.1 0.161
H -1.363070 0.111784 -3.540416 0.0 0.0 0.0 0.202
H -0.362428 1.129744 0.204044 0.2 -0.4 0.4 0.214
H 3.753632 -1.251220 2.280514 0.4 0.4 -0.2 0.195
H -6.127789 1.503606 -0.289894 0.0 0.0 0.0 0.219
H -4.171528 -1.576413 1.714025 0.1 0.1 0.1 0.183
H 0.580203 -0.430304 2.543312 -0.6 -0.5 0.0 0.169
H 3.109836 2.088477 3.704526 -0.1 -0.6 -0.3 0.209
H 0.471015 -2.436804 3.178013 -0.4 0.1 -0.4 0.173
H 6.412772 -2.764076 1.972275 -0.3 -0.1 -0.4 0.205
H 3.247369 0.294478 -0.406702 0.4 1.0 -0.5 0.381
H 2.520085 0.418933 3.526521 0.4 0.2 -0.3 0.193
H 5.272673 -0.955803 3.123678 -0.4 0.1 -0.4 0.203
H -2.196503 -0.501753 -5.751941 0.0 0.0 0.0 0.219
H -2.413565 1.199726 -6.183555 0.0 0.0 0.0 0.201
H -3.265021 -1.063583 0.277347 0.0 -0.1 0.0 0.170
H -1.027832 -3.359021 2.826480 0.2 0.5 -0.2 0.181
H 1.083514 -1.580379 -0.409904 -0.3 0.5 0.2 0.233

=====

Record 5
77
Properties=species:S:1:pos:R:3:forces:R:3:lowdin_charge:R:1 method="wB97M-V/def2-TZVPD" charge=-2 de_lowest_ev=1.2175 molar_mass_g_mol=610.71 e_tot_ev=-70216.6774
K -0.042502 1.632365 0.152689 2.0 -1.3 0.5 0.834
O -2.634715 4.400612 0.896577 -0.1 0.1 0.0 -0.022
O -1.442788 2.667488 1.703529 -0.8 0.5 0.6 -0.199
O -2.081745 0.304224 -0.714363 -0.5 0.0 -0.1 -0.146
O 4.864063 0.464036 2.972107 0.1 -0.1 0.0 -0.027
O -1.984320 3.219270 -3.384299 0.0 0.0 -0.1 -0.059
O 1.456162 0.304212 -1.985363 0.0 -0.2 0.0 -0.027
O -0.746462 3.122686 -1.517785 -0.3 0.5 -0.7 -0.140
O 2.764070 -2.374023 2.514481 0.1 -0.1 0.1 -0.009
N 0.185292 -0.063112 2.977895 0.0 0.0 0.0 0.139
N -0.039275 -2.462500 0.189810 0.2 0.0 0.0 -0.056
N 2.795636 -0.101844 2.124606 -0.3 0.3 -0.1 0.181
N 1.334690 1.297479 -4.030587 0.0 -0.1 -0.1 -0.177
N 2.929272 1.955972 0.403885 -0.1 0.1 -0.1 0.106
N 1.209395 -2.565711 -0.508944 -0.1 0.0 0.1 0.035
C 5.238257 3.450519 0.096815 0.0 0.0 0.0 -0.092
C -1.087986 -4.432130 -0.746619 0.0 -0.1 -0.1 -0.067
C 5.179363 2.429149 1.027825 0.0 0.0 0.0 -0.024
C -1.808951 2.982351 -2.166623 0.0 0.0 0.1 -0.658
C 0.378838 -4.680513 1.263972 0.0 0.0 0.0 -0.056
C -0.961866 0.102337 3.634467 0.0 0.0 -0.1 -0.130
C 3.999388 1.701611 1.150000 -0.1 -0.2 0.0 -0.181
C 0.655547 -1.954646 4.362650 0.0 0.0 0.0 -0.033
C -4.242958 0.067252 -1.525326 0.0 0.0 0.0 -0.100
C 0.986531 -1.064569 3.344077 0.1 0.2 0.0 -0.203
C -0.611304 -3.764817 0.539170 0.0 0.1 -0.1 -0.646
C -2.911843 0.788617 -1.783962 0.1 0.0 0.0 -0.269
C -0.536651 -1.775326 5.041006 0.0 0.0 0.0 -0.095
C 3.920118 0.565997 2.171375 0.2 0.1 0.1 -0.484
C 4.121939 3.719377 -0.683517 0.0 0.0 0.0 -0.078
C -1.365321 -0.725045 4.673372 0.0 0.0 0.0 -0.080
C -3.163498 2.237830 0.080983 -0.1 0.0 -0.1 -0.111
C -3.017924 2.294974 -1.477043 -0.1 0.0 0.0 -0.104
C 2.331806 -1.218754 2.636595 -0.1 -0.3 -0.1 -0.483
C -2.958978 0.735625 0.354735 0.0 0.1 -0.1 -0.273
C -2.314520 3.207616 0.963182 -0.1 0.0 0.1 -0.692
C 2.991171 2.940622 -0.489189 0.0 -0.1 0.0 -0.137
C 0.491016 1.937405 -5.019384 0.1 0.0 0.0 -0.049
C -1.803546 -3.456055 1.440103 0.0 0.0 0.0 -0.039
C -4.237539 -0.035568 0.019873 -0.1 0.0 0.0 -0.107
C 2.738807 1.129547 -4.309582 0.0 0.0 0.0 -0.054
C 0.812496 0.838745 -2.873851 0.0 0.1 0.1 -0.316
H 6.144154 4.035339 -0.020763 0.0 0.0 0.0 0.091
H -4.240502 -0.921285 -1.987235 0.0 0.0 0.0 0.103
H 1.228588 -4.907470 0.618208 0.0 0.0 0.0 0.073
H 2.091098 3.097243 -1.077725 0.0 0.1 -0.1 0.096
H 1.300812 -1.705007 -1.039623 0.0 0.0 0.0 0.040
H 3.233689 0.764992 -3.412511 0.0 0.0 0.0 0.084
H -4.192728 2.513233 0.327070 0.0 0.0 0.0 0.139
H -5.088739 0.631671 -1.920759 0.0 0.0 0.0 0.107
H -2.361881 -4.366009 1.675692 0.0 0.0 0.0 0.078
H -1.471810 -3.010216 2.380664 0.0 0.0 0.0 0.068
H 1.021892 2.797221 -5.435141 0.0 0.0 0.0 0.084
H -2.453675 0.562490 -2.745194 0.0 0.0 0.0 0.148
H -0.421898 2.308885 -4.545087 0.0 0.0 0.0 0.062
H -4.157723 -1.073541 0.345785 0.0 0.0 0.0 0.093
H -1.556078 0.951378 3.307126 0.0 0.0 0.0 0.088
H 6.006494 2.168681 1.673209 0.0 0.0 0.0 0.103
H -1.858918 -3.823599 -1.224330 0.0 0.0 0.0 0.074
H 2.901750 0.413593 -5.123035 0.0 0.0 0.0 0.083
H -0.254334 -4.533529 -1.442364 0.0 0.0 0.0 0.065
H -0.263528 1.022093 -2.790210 0.0 0.0 -0.1 0.116
H -0.100812 -5.624112 1.544933 0.0 0.0 0.0 0.071
H -2.501889 0.521424 1.315185 0.0 -0.1 0.0 0.128
H -5.117661 0.411055 0.485234 0.0 0.0 0.0 0.106
H -2.468202 -2.747637 0.941649 0.0 0.0 0.0 0.069
H 1.344511 -2.755886 4.591586 0.0 0.0 0.0 0.108
H 0.251130 1.255742 -5.843894 0.0 0.0 0.0 0.080
H -0.818374 -2.446872 5.844408 0.0 0.0 0.0 0.094
H 0.088154 -1.924960 1.042547 0.0 0.0 0.0 0.083
H -2.306668 -0.540380 5.175192 0.0 0.0 0.0 0.091
H 4.117420 4.511985 -1.420407 0.0 0.0 0.0 0.092
H -3.908922 2.710320 -1.947396 0.0 0.0 0.0 0.139
H -1.497446 -5.424692 -0.535376 0.0 0.0 0.0 0.069
H 1.973584 -2.586731 0.166835 0.0 0.0 0.0 0.059
H 3.176087 2.087892 -4.602403 0.0 0.0 0.0 0.082
H 0.773261 -4.196619 2.158790 0.0 0.0 0.0 0.064

=====

Record 6
12
Properties=species:S:1:pos:R:3:forces:R:3:nbo_charge:R:1 method="wB97M-V/def2-TZVPD" smiles="C=N/C(C)=C/F" de_lowest_ev=2.5422 molar_mass_g_mol=87.10 e_tot_ev=-8449.7923
F -2.737181 -0.055665 -0.054517 0.8 1.1 0.4 -0.325
N 0.847790 1.067751 -0.220223 0.3 -0.5 -0.2 -0.416
C -0.365598 0.359036 -0.034814 -3.7 -1.2 0.0 0.053
C -1.706773 0.829217 0.032067 4.6 0.5 0.3 0.213
C -0.405400 -1.170906 -0.102840 3.1 -0.7 -2.3 -0.665
C 2.077376 0.699364 0.000533 -3.6 -1.5 2.5 -0.046
H -1.047542 -1.682365 -0.891406 0.9 1.1 0.8 0.239
H 0.695334 -1.505806 -0.228038 -1.7 0.3 -0.3 0.202
H -1.856820 1.877761 0.348742 -0.9 -0.8 -0.6 0.178
H 2.387633 -0.147264 0.804658 -0.5 1.7 -2.2 0.160
H -0.643748 -1.628143 0.800690 -0.9 -0.5 1.8 0.220
H 2.754931 1.357018 -0.454851 1.5 0.5 -0.2 0.187